Density functional theory data (ωB97M-V with the def2-TZVPD basis set) for the molecule C23H34N2O3.

Structure (ORCA input):
```
! RIJCOSX wB97M-V def2-TZVPD def2/J DEFGRID3
* xyz 0 1
H -1.8792 -3.8993 2.5908
H -1.7118 4.6380 -4.4116
C 1.5520 1.5542 0.1768
H 0.8478 1.0176 -0.4622
H -0.1689 3.5755 0.2478
C 4.2013 -2.4145 2.9114
H -0.1136 -0.6726 1.1800
H 4.8748 -2.7031 2.1034
H -3.4495 0.5834 0.4479
H -1.4546 -4.2981 0.9301
C -1.7295 -0.4129 -2.2929
H -0.4078 3.4458 -4.4577
H 3.5625 1.2490 0.9127
O -3.3392 -1.6513 -1.1323
C 2.7008 -0.6710 0.4559
C 1.8401 -2.1188 2.0824
H 1.1568 1.5640 1.2035
H 3.2249 -4.8814 3.4247
C 2.8929 0.8149 0.1504
H -2.4348 5.5286 -2.3634
H -0.8315 -2.0395 0.3162
O 3.4847 0.9268 -1.1204
H 4.1890 -1.3296 2.9800
H 3.6707 -1.1793 0.3824
H 4.5937 -2.8269 3.8386
C -1.9754 1.7276 -0.5731
H -2.0472 2.9485 -3.9761
H -1.3710 -1.6452 1.9482
H 3.1869 1.7783 -1.4768
H 2.3233 3.4292 0.2360
N -0.9453 4.1112 -2.5620
C -2.6381 -0.4856 -1.2365
H -1.2118 -5.4898 2.2139
C -2.7567 0.5999 -0.3788
C -4.2644 -1.7866 -0.0825
H -3.7781 -1.7061 0.8951
C -0.9612 0.7156 -2.4751
C 1.2047 -4.7186 2.7503
H 2.0296 -1.1063 -0.2974
H -5.0650 -1.0428 -0.1520
C -0.5027 -1.6800 1.2911
C 2.8188 -2.9341 2.6528
O 2.1522 -0.8026 1.7523
H 0.7463 4.6401 -0.8466
C 0.2255 -3.9051 2.2003
H -1.8023 4.9081 -0.8383
C -1.1588 -4.4320 1.9697
C -2.0922 4.6304 -1.8487
H -0.2564 0.7468 -3.2937
C 0.4922 3.6000 -0.6310
H -1.6429 -1.2593 -2.9560
N 1.7341 2.8824 -0.3865
C -1.0601 1.8077 -1.6136
C -1.3019 3.7564 -3.9195
H 0.5866 2.7533 -2.5678
H -2.0873 2.5473 0.1204
H 0.9645 -5.7400 3.0088
H -4.6903 -2.7829 -0.1908
H -2.9318 3.9208 -1.8005
C 2.4786 -4.2377 2.9819
C -0.2171 3.0386 -1.8778
C 0.5429 -2.5871 1.8658
*
```

LUMO = 0.70 eV
E_HOMO = -8.35 eV
SMILES = COc1ccc([C@H](CNC[C@H](O)COc2c(C)ccc(C)c2C)N(C)C)cc1
Frontier orbital gap = 9.05 eV

These are the Mulliken partial charges, in e, on atoms 1 to 4: H 0.310; H 0.375; C -0.204; H -0.142



Density functional theory data (ωB97M-V with the def2-TZVPD basis set) for a structure of composition C23H34N4O2 in a non-equilibrium geometry.

Structure (ORCA input):
```
! RIJCOSX wB97M-V def2-TZVPD def2/J DEFGRID3
* xyz 0 1
C 3.0084 -1.0493 -1.3044
C -0.0328 -4.6634 2.2448
H -4.4124 3.6115 1.5331
H -3.9680 -4.7706 4.1681
H 1.5149 0.1472 2.2760
H 2.8147 3.0207 -5.2155
O -2.2178 -4.7766 3.0723
C 0.5455 -3.2622 0.2753
H 3.7465 3.1327 -3.7285
O -3.1531 0.6803 2.5121
N 2.2182 0.3426 -1.4623
H 0.9479 -2.2663 -1.6724
H 3.2290 0.7506 -4.0089
H 3.2526 -1.4787 -2.1227
H 2.0841 -4.2908 1.4980
H 0.8409 2.8866 -1.9276
H 3.0570 -1.9992 0.5951
C 1.6607 2.4264 -1.3400
H 4.0366 -0.5728 -0.7213
C 1.0480 1.1125 -4.0073
C -2.0677 3.1583 0.4617
C 0.8092 -4.2668 1.0054
H 1.1447 0.8402 -5.2991
C -2.5841 2.5222 1.4753
C -2.3289 4.5791 -0.1081
H -1.4238 5.1552 -0.3074
C 2.1578 -1.6070 -0.2738
H -3.1211 5.1503 0.4717
N 0.8628 1.8090 -0.2140
C -3.4653 -4.4699 3.2441
C -1.7841 -3.6765 1.0314
H 3.6009 1.7256 -1.8367
C -0.3684 -0.1359 2.2018
H -0.2723 1.5263 1.2870
C -1.5045 -4.1839 2.2332
H -1.0446 -1.1062 1.4196
H -1.3668 -2.4469 -0.5903
C -0.9056 -2.9510 0.1874
H 0.2359 -5.2522 2.9182
H 2.0304 -3.5131 -1.2169
H -4.2137 2.5951 2.8120
H -1.0949 2.7170 0.1418
C 1.5135 0.5264 -0.5419
C 2.7479 1.6524 -3.5492
C -2.2158 1.3269 1.9594
H -2.8686 -3.3926 0.9386
H 2.1875 3.6859 -3.9862
N -0.8793 1.1095 1.7523
C 1.0170 -0.4968 1.8467
H -3.2844 4.2086 2.8166
H -4.0798 -4.7671 2.3866
H 0.7106 0.1658 -3.4930
H -0.6475 -0.4717 3.0383
H -3.4744 -3.4905 3.2329
C 1.4382 -2.7828 -0.8096
H 0.4904 1.9069 -3.9756
C 2.8952 3.0185 -4.1908
N 1.5499 -0.6466 0.3099
C -3.5245 3.2722 2.3470
H 1.9855 3.3839 -1.0755
H 1.3816 -1.3994 2.4195
H -2.9463 4.4110 -1.1678
C 2.4865 1.6290 -1.9660
*
```

LUMO = 0.48 eV
E_HOMO = -7.67 eV
Frontier orbital gap = 8.15 eV

These are the Mulliken partial charges, in e, on atoms 1 to 4: C -1.237; C -1.261; H 0.286; H 0.251



Energy above the lowest of the compared OMol25 structures with the same formula, charge and spin? In order: 2.336; 24.081 eV.